Molecular formula: C29H58N9O10PRuS3SeSi
Method: DFT, ωB97M-V/def2-TZVPD

Results
Total charge ... -1
Energy ... -6707.0033 Ha
2S+1 ... 2
Highest occupied orbital energy (spin up / spin down) ... -5.43 / -5.30 eV
ΔE to the lowest compared entry with this formula, charge and spin ... 14.8 kcal/mol

Geometry as XYZ:
```
113
Properties=species:S:1:pos:R:3:forces:R:3:mulliken_spin:R:1
Ru -0.16916 1.45279 0.48107 0.51 -1.05 0.73 1.1660
N -3.22646 3.30799 7.32207 -0.17 0.02 0.18 0.0002
C -2.27766 3.14889 6.32287 0.18 -0.17 -0.24 0.0012
C -2.67636 2.91639 5.00577 0.11 -0.01 0.15 -0.0001
C -1.73716 2.71529 4.01667 -0.12 0.10 -0.12 -0.0063
C -0.39156 2.76509 4.32867 0.26 -0.11 -0.53 -0.0047
C 0.02534 2.96979 5.63197 0.19 0.01 -0.08 0.0011
C -0.91456 3.15289 6.62837 -0.10 0.04 -0.01 -0.0003
S 0.79744 2.58819 3.01567 0.23 0.00 1.65 -0.0131
O 2.09954 2.89369 3.55397 -0.14 0.04 0.03 -0.0028
O 0.37474 3.38639 1.87327 -0.11 -0.70 -0.22 0.0075
N 0.69974 0.97159 2.69647 -2.16 0.78 -0.81 -0.1128
C 1.77234 0.54669 2.00187 2.35 -0.38 -0.68 0.0572
N 2.34444 -0.62321 2.30457 -0.42 0.28 0.32 0.0145
C 3.46374 -0.92481 1.68047 0.05 0.01 -0.03 -0.0005
C 4.06754 -0.09381 0.74977 -0.11 0.32 -0.13 0.0145
C 3.37614 1.07299 0.44457 0.52 -0.47 -0.17 -0.0014
N 2.25394 1.38969 1.04857 -0.88 -0.20 -0.12 0.0083
H -4.13466 3.61029 7.00137 0.13 0.02 0.12 0.0000
H -2.90496 3.78479 8.15037 -0.11 0.02 -0.09 0.0000
H -3.72826 2.91229 4.76237 -0.13 -0.03 -0.08 -0.0001
H -2.03936 2.56409 2.99337 -0.16 0.03 -0.06 0.0021
H 1.08344 2.99299 5.84247 0.09 0.03 0.09 0.0004
H -0.60746 3.31159 7.65307 0.10 0.02 0.07 0.0000
H 3.90214 -1.87421 1.96907 0.11 -0.04 -0.11 -0.0009
H 5.00974 -0.33901 0.28547 0.03 -0.02 -0.06 0.0009
H 3.72534 1.77239 -0.30483 0.06 0.01 -0.11 -0.0003
O -0.46946 5.89839 0.50377 1.47 1.33 0.05 0.0009
Se -1.42796 4.66779 0.37237 -2.44 1.60 -1.64 -0.0047
O -2.30326 4.28839 1.62137 -0.85 -0.66 1.70 -0.0022
O -0.87036 3.44239 -0.51543 1.02 -1.99 -0.22 0.0430
O -2.67216 5.25439 -0.78283 0.84 0.22 0.37 0.0017
C 1.02594 -0.25501 -4.15523 -0.18 -0.33 -0.25 -0.0035
N 2.04474 0.74759 -3.85373 -0.47 1.15 0.53 0.0013
C 3.04884 0.17229 -2.96753 0.35 -0.16 0.09 0.0001
P 1.31074 2.08069 -3.07803 0.60 0.00 -1.58 0.0217
O 0.56894 1.71719 -1.86763 -0.41 0.12 0.99 -0.0649
N 2.59554 3.10999 -2.74333 -0.81 -0.53 -0.03 -0.0018
C 3.45114 3.57939 -3.80663 0.09 -0.06 -0.10 0.0001
C 2.43094 4.02779 -1.63053 -0.08 0.05 0.39 -0.0005
N 0.26104 2.66759 -4.26383 0.79 -0.22 0.73 0.0004
C 0.69654 2.82579 -5.63043 0.03 -0.09 -0.16 0.0005
C -0.67466 3.67909 -3.80733 -0.25 0.06 0.18 -0.0034
H 0.59894 -0.67691 -3.23783 -0.02 -0.01 -0.08 0.0037
H 1.48654 -1.06051 -4.73203 -0.03 0.02 -0.04 -0.0001
H 0.22844 0.20179 -4.73693 -0.04 -0.12 -0.07 -0.0001
H 2.59074 -0.19331 -2.04033 0.10 -0.06 0.00 0.0032
H 3.78884 0.93199 -2.72193 0.11 -0.13 -0.01 0.0000
H 3.53114 -0.66291 -3.48023 0.04 0.02 0.03 0.0002
H 3.47254 2.82859 -4.59583 0.13 0.09 -0.09 0.0000
H 4.46794 3.71519 -3.42023 -0.05 0.00 -0.07 0.0000
H 3.11814 4.53919 -4.22493 -0.01 -0.06 0.02 0.0000
H 1.75464 3.58849 -0.89493 0.07 0.17 0.00 0.0012
H 2.01754 4.99269 -1.94103 -0.01 0.01 0.00 0.0002
H 3.40214 4.20059 -1.15913 0.01 0.04 0.03 0.0003
H 1.49604 2.11599 -5.82793 0.01 -0.01 -0.20 0.0000
H 1.05684 3.84139 -5.83963 0.01 -0.01 0.02 0.0001
H -0.14006 2.62029 -6.30633 0.04 0.01 -0.02 0.0000
H -0.79946 3.58899 -2.72733 -0.18 0.11 -0.02 0.0001
H -1.64126 3.53259 -4.29883 -0.01 0.06 0.04 -0.0001
H -0.32646 4.69459 -4.03423 0.03 -0.03 0.00 0.0000
C -3.21876 -4.63261 -0.73323 0.23 0.27 -0.19 0.0001
C -2.55646 -3.40911 -1.37783 -0.51 -0.17 -0.24 0.0001
C -2.59346 -3.50461 -2.90713 0.07 0.00 0.40 0.0010
C -3.24376 -2.12911 -0.91733 0.33 -0.21 -0.06 0.0041
O -1.18636 -3.43471 -1.00973 0.16 -0.26 -0.18 -0.0208
Si -0.31166 -2.71281 0.16007 -0.17 0.97 -0.33 0.0480
S 0.27424 -0.80261 -0.58093 -0.42 1.10 0.85 -0.0697
O -1.14546 -2.68221 1.53317 -0.17 0.11 0.06 0.0321
C -0.98176 -3.17511 2.85147 -0.14 -0.30 0.65 -0.0007
C -0.60546 -4.65751 2.79667 -0.07 0.30 -0.05 -0.0001
C 0.10384 -2.38211 3.57047 -0.30 -0.13 -0.34 0.0026
C -2.33516 -2.98481 3.54547 0.33 -0.01 -0.24 0.0002
O 1.03484 -3.60991 0.31237 0.28 -0.08 0.34 -0.0191
C 1.83504 -4.27451 -0.64953 0.31 -0.44 -0.20 0.0048
C 3.22874 -4.41881 -0.03113 -0.38 0.05 -0.11 0.0005
C 1.92254 -3.47841 -1.94943 -0.04 -0.01 0.28 -0.0090
C 1.20774 -5.64751 -0.91143 0.10 0.30 0.09 -0.0006
H -4.27136 -4.68461 -0.99893 -0.16 -0.03 -0.02 0.0000
H -3.12376 -4.55011 0.34577 -0.05 -0.02 0.18 0.0000
H -2.72026 -5.54501 -1.05633 0.03 -0.10 -0.05 0.0002
H -3.61606 -3.58201 -3.26593 -0.16 -0.01 -0.05 0.0000
H -2.03076 -4.37271 -3.24083 0.06 -0.16 -0.05 0.0002
H -2.13956 -2.61401 -3.33203 0.07 0.14 -0.08 0.0001
H -4.28976 -2.12601 -1.21463 -0.13 -0.02 -0.04 0.0006
H -2.75056 -1.26641 -1.35623 -0.03 0.14 -0.01 0.0005
H -3.17406 -2.04221 0.16217 -0.09 0.09 0.16 0.0008
H 0.34284 -4.75961 2.27937 0.15 -0.11 0.02 -0.0001
H -1.35506 -5.22191 2.24627 -0.15 -0.09 -0.04 -0.0001
H -0.51856 -5.05991 3.80227 0.01 -0.09 0.14 0.0000
H 1.06084 -2.55651 3.08997 0.13 -0.01 0.03 0.0007
H 0.16044 -2.67511 4.61577 0.03 -0.05 0.16 0.0001
H -0.10316 -1.31711 3.50207 -0.02 0.09 0.07 0.0010
H -3.10156 -3.58981 3.06397 -0.07 -0.06 -0.07 0.0001
H -2.62596 -1.94001 3.47807 -0.05 0.14 0.03 0.0001
H -2.26376 -3.27071 4.59237 -0.01 -0.03 0.12 -0.0002
H 3.64284 -3.43181 0.15757 0.08 0.11 -0.01 0.0002
H 3.88674 -4.96111 -0.70653 0.10 -0.07 -0.05 0.0000
H 3.16344 -4.95291 0.91447 0.00 -0.07 0.09 0.0000
H 2.23504 -2.46241 -1.72863 0.14 0.14 -0.01 0.0033
H 0.94224 -3.43021 -2.41183 -0.15 0.01 -0.20 0.0016
H 2.63204 -3.93661 -2.63593 0.04 -0.08 -0.07 0.0005
H 1.19304 -6.23201 0.00547 0.02 -0.10 0.11 0.0000
H 1.75964 -6.18921 -1.67593 0.09 -0.09 -0.09 0.0003
H 0.18424 -5.49591 -1.23993 -0.13 -0.06 -0.10 0.0002
N -2.54146 1.34399 -1.62003 0.42 -0.12 -0.53 -0.0050
C -3.03876 1.80299 -0.43463 -0.64 -0.77 0.57 0.0021
N -3.90186 2.73059 -0.40903 -0.77 0.54 -0.42 -0.0094
S -2.53206 0.87469 1.00507 1.71 0.60 -0.73 -0.0857
H -2.66196 2.00009 -2.37983 0.03 0.03 0.07 0.0024
H -1.61026 0.92799 -1.59273 -0.43 0.05 -0.08 -0.0148
H -3.29886 4.50979 -0.81003 -0.26 -0.34 -0.16 -0.0009
H -4.27016 2.93769 0.51217 0.37 -0.19 0.12 -0.0001
```
Positions in Å, forces in eV/Å.

***

Molecular formula: C29H59BBrF7N3O23P5S2
Method: DFT, ωB97M-V/def2-TZVPD

Results
Total charge ... 0
Energy ... -8836.0928 Ha
Highest occupied orbital energy ... -9.16 eV

Geometry as XYZ:
```
130
Properties=species:S:1:pos:R:3:forces:R:3:lowdin_charge:R:1
C 7.96074 0.09218 2.35104 0.21 -0.01 0.41 -0.1195
C 6.51584 0.62611 2.58943 0.48 0.05 -0.16 -0.1409
B 5.90648 1.41030 1.33289 -0.02 -0.53 0.83 -0.4570
O 5.27237 2.61246 1.49598 0.29 -0.66 -0.17 0.1674
C 6.02879 0.71416 -0.11664 -0.94 0.82 1.15 -0.0185
C 5.06979 -0.11835 -0.64354 1.60 0.81 -1.99 -0.1473
S 3.62571 -0.52796 0.29321 0.38 -2.77 1.96 0.7888
O 3.39482 -1.94043 0.12227 -0.53 0.33 -1.44 -0.2573
O 3.67348 -0.26631 1.70734 0.49 2.01 -0.43 -0.2508
C 2.21738 0.48463 -0.39325 0.51 0.71 -0.76 -0.4285
F 2.58446 0.87810 -1.64211 -0.33 -0.39 0.44 0.1095
F 2.09480 1.60777 0.34257 -0.19 -0.66 -0.03 0.1372
C 0.84582 -0.25104 -0.49379 -0.72 0.39 -0.77 -0.3384
F 0.91357 -1.39753 -1.19714 0.49 0.31 0.72 0.1605
F 0.04205 0.56685 -1.23978 0.38 -0.12 0.53 0.1426
C 0.09272 -0.46301 0.86361 -1.28 -0.80 -0.60 -0.5126
F -0.92643 -1.33067 0.63186 0.54 0.35 -0.02 0.1511
F -0.48794 0.69417 1.21074 0.74 -0.35 0.50 0.1696
F 0.83286 -0.99400 1.82824 -0.01 0.74 -0.26 0.1940
C 5.29055 -0.65075 -2.02699 -0.79 -0.27 0.13 -0.1295
C 4.18993 -1.54452 -2.66569 0.44 -0.11 0.81 -0.6050
Br 3.72715 -0.95781 -4.50784 -0.12 -0.19 0.47 0.7368
C 4.46951 -3.06607 -2.57114 -0.49 -0.52 -1.33 -0.2647
C 5.70613 -3.59477 -3.33149 0.53 0.17 0.95 -0.1197
C 6.44661 -0.35227 -2.71562 0.86 -0.19 -0.37 -0.2043
N 6.73807 -0.86890 -4.02618 -0.07 1.10 0.34 0.0598
C 7.48823 0.49725 -2.15130 -1.30 -0.24 1.17 -0.2863
N 8.66737 0.86401 -2.67815 -0.64 0.36 1.43 -0.2016
S 9.31662 1.81220 -1.51472 0.27 0.26 -0.02 1.0445
N 8.19616 1.82970 -0.33548 0.08 -0.96 -1.90 -0.1772
C 7.22581 1.03198 -0.84338 -0.25 -0.32 0.07 -0.3165
H 8.29544 -0.56242 3.17818 -0.28 0.25 -0.35 0.0737
H 8.07183 -0.48764 1.41847 -0.18 0.24 0.33 0.0694
H 8.68437 0.92656 2.31622 -0.35 -0.33 -0.12 0.0701
H 5.83252 -0.21721 2.81169 0.33 0.37 -0.13 0.1000
H 6.53769 1.26878 3.49683 -0.12 -0.28 -0.41 0.1061
H 5.27013 2.80046 2.44499 -0.08 0.25 -0.22 0.1109
H 3.24118 -1.38700 -2.13786 0.50 0.02 -0.40 0.0313
H 4.46905 -3.39428 -1.51583 0.18 0.48 -0.41 0.1076
H 3.58414 -3.56569 -3.02196 0.28 0.37 0.29 0.1095
H 5.71635 -4.69765 -3.34155 -0.08 0.45 -0.02 0.0747
H 6.60146 -3.26388 -2.76493 -0.26 -0.29 -0.45 0.0717
H 5.82539 -3.20900 -4.35106 -0.33 -0.18 0.35 0.0504
H 6.27029 -0.22869 -4.67171 -0.08 -0.54 -0.21 0.0514
H 7.73367 -0.72371 -4.20120 -0.17 -0.12 0.11 0.0829
C 0.76317 1.35400 4.72726 0.36 -0.12 0.00 -0.1078
O -0.61708 1.28292 5.11326 0.06 2.50 -2.31 -0.2460
P -1.27333 2.68989 5.76806 -2.37 -2.58 7.39 0.6432
O -0.57780 2.62747 7.09549 0.57 0.53 -1.03 -0.2477
O -2.74144 1.97740 5.83034 0.33 0.16 -1.10 -0.2534
C -3.22884 1.27454 4.68137 -0.25 -0.21 0.13 -0.1128
O -1.92767 4.21928 5.90936 1.25 -0.06 -3.43 -0.2997
C -2.58559 4.55100 7.12482 -0.03 0.03 0.63 -0.1285
H 1.03104 0.41167 4.25297 -0.15 0.00 0.00 0.0802
H 0.91601 2.16432 4.01400 0.14 -0.10 -0.06 0.0839
H 1.39888 1.50269 5.60036 -0.11 0.07 0.05 0.0852
H -3.06092 0.20540 4.81532 0.07 0.01 -0.07 0.0887
H -2.73652 1.60463 3.76627 -0.08 -0.07 -0.03 0.0717
H -4.29969 1.45070 4.59123 0.03 0.11 0.07 0.0931
H -1.85229 4.84357 7.87602 0.04 -0.18 -0.01 0.0870
H -3.19155 3.72555 7.49518 0.08 -0.04 -0.04 0.0854
H -3.23776 5.40311 6.92782 0.06 -0.06 -0.27 0.0833
C -4.15003 -0.08530 1.14211 0.32 0.23 0.03 -0.1165
O -5.36934 -0.55037 1.73956 0.07 -1.62 -3.00 -0.2470
P -6.77930 -0.21890 0.87701 -4.23 4.52 5.48 0.6493
O -6.83439 1.25242 1.16305 0.72 -0.46 -1.01 -0.2457
O -7.65528 -1.05809 1.97019 0.73 -0.72 -0.61 -0.2550
C -7.21722 -2.35740 2.38416 -0.14 -0.02 0.28 -0.1097
O -7.99985 -0.28878 -0.26312 2.63 -2.12 -1.29 -0.3173
C -9.21934 0.38827 0.02657 -0.43 0.54 0.19 -0.1126
H -3.31797 -0.42766 1.75509 -0.14 -0.11 0.05 0.0748
H -4.03802 -0.49227 0.13734 0.18 0.02 0.04 0.0852
H -4.13541 1.00467 1.10436 -0.14 -0.01 -0.03 0.0865
H -6.70160 -2.27764 3.34101 0.08 -0.02 -0.06 0.0874
H -6.54976 -2.81405 1.65356 -0.01 -0.07 0.07 0.0790
H -8.09233 -2.99298 2.50988 -0.06 0.09 -0.07 0.0882
H -9.12104 1.44743 -0.20776 0.13 -0.02 0.13 0.0918
H -9.51943 0.26321 1.06538 0.14 -0.02 0.01 0.0880
H -9.99378 -0.03623 -0.61334 0.19 -0.18 -0.05 0.0861
C 10.56937 -7.10961 -5.07185 0.20 0.21 0.21 -0.1142
O 9.38643 -7.91691 -5.16297 1.36 0.01 -3.17 -0.2493
P 8.21862 -7.38357 -6.25813 -6.52 0.91 4.92 0.6508
O 7.74374 -6.20295 -5.46394 1.04 0.13 -0.74 -0.2514
O 7.33912 -8.72666 -5.94356 0.94 -0.32 -0.47 -0.2629
C 7.97446 -10.00924 -5.95343 -0.21 -0.14 0.20 -0.1130
O 7.35464 -7.09278 -7.65849 3.28 -0.87 -1.19 -0.2944
C 5.97574 -6.76929 -7.51123 -0.47 0.32 0.21 -0.1244
H 11.26358 -7.60318 -4.39442 -0.11 -0.11 -0.03 0.0877
H 11.04126 -7.00971 -6.04927 0.13 0.02 0.09 0.0821
H 10.32711 -6.12364 -4.67456 -0.10 -0.02 -0.07 0.0825
H 8.19896 -10.31020 -4.93018 0.10 0.01 -0.03 0.0866
H 8.89549 -10.00299 -6.53605 -0.02 -0.10 0.03 0.0788
H 7.28587 -10.73233 -6.38800 -0.06 0.11 -0.05 0.0876
H 5.86617 -5.71341 -7.26633 0.07 -0.06 0.13 0.0840
H 5.49566 -7.38150 -6.74932 0.10 0.02 0.03 0.0839
H 5.49268 -6.95871 -8.47007 0.24 -0.09 -0.06 0.0889
C -4.19523 9.52839 4.41851 -0.26 0.13 -0.22 -0.1134
O -2.79923 9.24625 4.59436 -1.37 -0.82 3.04 -0.2473
P -2.03005 10.10047 5.82814 5.74 3.95 -4.09 0.6414
O -2.00610 11.43592 5.14561 -0.98 -0.41 0.65 -0.2520
O -0.65874 9.25452 5.56258 -0.79 -0.65 0.39 -0.2579
C -0.71873 7.82788 5.44259 0.23 -0.05 -0.18 -0.1067
O -1.52195 10.59182 7.34113 -2.67 -2.30 0.64 -0.2929
C -0.39345 11.45741 7.39328 0.32 0.49 -0.13 -0.1272
H -4.58033 8.86076 3.65014 0.15 -0.07 0.04 0.0879
H -4.74143 9.35190 5.34510 -0.12 -0.02 -0.10 0.0820
H -4.33691 10.55991 4.09533 0.10 0.02 0.08 0.0832
H -0.70846 7.55503 4.38748 -0.11 -0.04 0.02 0.0885
H -1.61345 7.42023 5.91174 0.07 -0.12 -0.05 0.0676
H 0.15950 7.39837 5.92206 0.00 0.13 0.08 0.0904
H -0.70398 12.48399 7.20283 -0.03 -0.07 -0.15 0.0850
H 0.37645 11.16178 6.68213 -0.09 -0.02 -0.04 0.0836
H 0.01742 11.39672 8.40141 -0.18 -0.18 0.02 0.0883
C -9.06099 -0.95236 -3.27666 0.17 0.29 0.14 -0.1077
O -9.97614 -2.06045 -3.32784 2.25 -0.74 -2.48 -0.2461
P -10.76637 -2.28941 -4.79764 -7.72 0.76 2.22 0.6418
O -11.69210 -1.11339 -4.70104 1.14 0.08 -0.43 -0.2515
O -11.45396 -3.65562 -4.21835 1.09 -0.11 -0.10 -0.2597
C -10.64520 -4.62328 -3.54306 -0.23 -0.12 0.17 -0.1151
O -11.07993 -2.71664 -6.38107 3.56 -0.28 0.33 -0.2931
C -12.44676 -2.78415 -6.77271 -0.56 0.20 -0.08 -0.1268
H -8.56436 -0.96215 -2.30881 -0.08 -0.18 -0.06 0.0575
H -8.30916 -1.04832 -4.06059 0.07 0.11 0.08 0.0853
H -9.59549 -0.00844 -3.38911 -0.09 -0.08 -0.11 0.0890
H -10.75420 -4.49796 -2.46566 0.10 0.03 -0.01 0.0863
H -9.59248 -4.53201 -3.81031 -0.01 -0.08 0.06 0.0783
H -10.99491 -5.61768 -3.81709 -0.05 0.06 -0.10 0.0869
H -12.81566 -1.78614 -7.00574 0.03 0.01 0.16 0.0853
H -13.06632 -3.24121 -6.00259 0.07 0.06 0.05 0.0837
H -12.49773 -3.39603 -7.67375 0.25 -0.03 0.06 0.0882
```
Positions in Å, forces in eV/Å.

***

Values for max |F|, Eh/bohr, ordered as above
0.065 0.161